Entry 1:
12
Properties=species:S:1:pos:R:3:forces:R:3:nbo_charge:R:1 method="wB97M-V/def2-TZVPD" e_above_lowest_kj_mol=198.55 e_homo_ev=-10.0 multiplicity=1 smiles="N#CC1CC(=O)C1"
O -2.234 0.032 1.098 0.8 -0.6 0.5 -0.4819
C -1.178 -0.035 0.550 -1.8 -1.8 -1.9 0.6452
C -0.472 1.009 -0.217 0.0 0.6 0.0 -0.5116
C 0.627 0.007 -0.580 0.4 0.3 -0.7 -0.3522
C -0.129 -1.234 -0.099 -1.5 0.7 1.1 -0.5078
C 1.707 0.268 0.305 0.8 0.1 2.1 0.2790
N 2.198 0.427 1.337 0.6 0.1 -0.6 -0.3118
H -1.128 1.320 -1.027 0.0 -0.2 -0.3 0.2531
H -0.235 1.897 0.338 0.5 0.4 0.2 0.2516
H 0.928 0.021 -1.602 0.1 -0.2 -0.8 0.2484
H 0.222 -1.729 0.799 0.8 -0.2 -0.2 0.2434
H -0.307 -1.985 -0.902 -0.7 0.7 0.7 0.2445

---

Entry 2:
14
Properties=species:S:1:pos:R:3:forces:R:3:nbo_charge:R:1 method="wB97M-V/def2-TZVPD" e_above_lowest_kj_mol=130.11 e_homo_ev=-9.3 multiplicity=1 smiles=CN1C[C@@H]1CF
C -1.842 -0.626 0.126 0.0 0.4 0.5 -0.4080
C -0.180 1.220 -0.008 -0.5 0.4 -0.2 -0.2495
C 0.630 0.073 0.359 -0.6 -2.0 0.1 -0.1239
C 1.863 -0.334 -0.414 -0.9 0.2 -1.2 0.0580
H -2.021 -0.238 1.146 -0.1 -0.1 -0.1 0.1633
H -1.746 -1.701 0.181 -0.2 -0.3 0.0 0.2014
H -2.702 -0.346 -0.519 0.6 -0.2 0.4 0.2069
H 0.092 1.875 -0.813 0.3 0.3 -0.1 0.2014
H -0.702 1.682 0.805 -0.4 0.4 0.4 0.1876
H 0.509 -0.333 1.362 0.4 0.3 0.2 0.1982
H 1.801 -1.368 -0.809 0.1 0.4 0.6 0.1686
H 1.898 0.330 -1.287 0.1 -0.2 0.0 0.1603
N -0.620 -0.091 -0.423 0.8 0.6 -0.9 -0.4059
F 3.019 -0.144 0.293 0.4 -0.1 0.5 -0.3584